A cluster of 13 separate species, C38H69N3O52S12 in total at a distorted geometry, computed with ωB97M-V with the def2-TZVPD basis set.

XYZ file:
```
174
C38H69N3O52S12 ωB97M-V with the def2-TZVPD basis set
S -5.820 5.966 3.658
S -3.846 -4.457 -7.979
S -2.924 -5.824 5.178
S 7.911 0.493 -4.878
S -6.021 5.621 -0.054
S -0.843 -7.989 0.524
S -2.443 0.612 5.994
S 1.596 -4.353 5.728
S 4.280 3.578 0.310
S -4.213 5.044 -4.165
S -0.033 6.444 -1.400
S 9.209 3.617 2.606
O -0.285 5.630 -0.262
O -3.422 -5.964 -7.577
O 1.033 0.735 1.947
O -4.595 -3.899 -6.903
O -3.465 -4.703 4.149
O 4.000 2.257 -0.135
O 9.665 3.002 1.186
O 0.521 -5.300 4.994
O 0.145 -7.706 -0.719
O -1.617 -5.253 -2.451
O -4.524 6.288 -5.151
O -5.704 4.380 0.569
O -2.241 -0.847 6.639
O 0.770 5.561 -2.488
O 8.525 -0.219 -5.943
O -5.360 4.810 -3.363
O -4.316 -4.466 -9.319
O -3.816 -5.872 6.284
O -7.358 6.081 -0.213
O 3.540 3.804 1.726
O -5.026 6.055 2.477
O -2.504 0.466 4.580
O 10.656 3.600 3.320
O -3.614 -2.529 -2.553
O 8.380 2.659 3.257
O -2.912 5.223 -3.615
O 5.798 3.616 0.853
O -5.162 6.795 0.664
O 2.271 -5.113 6.720
O -3.439 1.301 6.743
O 6.307 0.383 -5.037
O 2.591 -4.137 4.472
O 8.818 4.968 2.412
O 8.053 -0.385 -3.529
O 0.965 -3.105 6.005
O -2.365 -3.811 -7.966
O 4.064 4.730 -0.505
O -1.000 1.224 6.386
O -1.652 -3.379 -3.664
O -7.208 6.272 3.669
O -1.483 -6.763 0.864
O -1.512 -5.665 5.328
O -1.909 -8.916 -0.254
O -3.190 -7.116 4.242
O 1.156 7.472 -1.036
O -1.060 7.166 -2.069
O -0.161 -8.787 1.479
O -5.616 4.499 4.309
O 8.235 1.844 -4.572
O -5.287 5.654 -1.494
O -4.122 3.893 -5.303
O -5.091 6.818 4.826
N -1.040 -3.249 -1.341
N -1.202 0.981 1.294
N 3.198 -2.164 -2.167
C 5.809 4.034 2.221
C 0.347 -2.903 -1.589
C 11.092 2.940 1.123
C -4.052 -6.742 3.163
C -0.875 -1.012 7.042
C -1.707 -8.778 -1.665
C -1.435 -4.747 -7.417
C 4.477 3.586 2.786
C -4.816 5.968 5.941
C 6.761 -0.541 -2.933
C 0.179 1.338 1.324
C -4.418 6.791 -1.555
C 2.914 -3.282 -1.445
C -1.634 -2.839 1.127
C 2.395 6.948 -1.535
C 2.218 -5.015 3.412
C -0.218 -8.539 -1.823
C -1.443 -0.331 1.983
C -3.998 7.054 -0.121
C -4.642 4.581 5.352
C -2.010 -6.113 -7.739
C -3.452 -1.114 -2.287
C 1.530 -3.646 -1.148
C -4.240 5.903 -6.497
C 0.696 -1.669 -2.361
C -1.461 -4.066 -2.447
C -0.919 -1.442 1.002
C 0.675 2.594 0.494
C 0.725 -5.228 3.583
C 5.796 -0.572 -4.101
C -3.706 -5.293 2.872
C -4.559 4.421 -6.556
C 11.545 2.776 2.561
C 2.122 -1.432 -2.556
C -0.387 0.384 7.372
C -3.001 -2.886 -3.780
C 2.018 6.190 -2.790
C -1.279 -3.869 -0.023
H -2.044 -9.669 -2.191
H 2.464 -4.573 2.447
H -4.800 3.795 6.086
H 0.376 -6.140 3.099
H 2.367 -0.490 -3.125
H -3.975 -0.469 -3.046
H 0.157 -4.374 3.202
H 1.861 6.868 -3.633
H -3.830 -0.884 -1.258
H -2.352 -0.847 -2.337
H 2.768 -5.951 3.533
H 0.023 -8.050 -2.765
H -3.214 6.359 0.195
H 4.192 4.146 3.675
H -3.653 4.463 4.900
H -0.089 -0.974 -2.758
H -4.512 -4.771 2.357
H 3.100 7.755 -1.732
H -2.284 -7.914 -2.006
H -2.752 -2.736 1.266
H 0.344 -9.473 -1.744
H 5.901 5.123 2.244
H -5.635 4.250 -6.641
H 0.697 0.467 7.328
H 0.206 -1.548 1.055
H 2.767 5.446 -3.060
H -0.167 3.114 -0.039
H 4.783 -0.309 -3.804
H -0.321 -1.433 6.206
H 6.720 -1.450 -2.336
H 1.370 -4.574 -0.533
H -3.925 6.307 6.467
H -2.185 -4.534 -0.139
H -4.048 3.921 -7.378
H -1.121 -1.071 -0.051
H -2.789 -5.214 2.284
H -2.545 -0.417 2.169
H 11.456 3.878 0.697
H 4.484 2.518 3.017
H -4.837 6.486 -7.196
H 2.812 6.279 -0.781
H -0.464 -4.537 0.355
H -3.894 -7.388 2.301
H -0.810 -1.685 7.895
H -3.179 6.087 -6.684
H -5.674 6.005 6.617
H -1.816 -6.389 -8.779
H 3.763 -3.916 -1.093
H -1.808 1.712 1.672
H -3.569 6.585 -2.200
H -0.940 -0.362 2.990
H 6.578 0.324 -2.291
H -1.383 -4.584 -6.337
H 11.421 1.744 2.900
H -1.266 -3.310 2.091
H -4.987 7.633 -1.959
H -0.447 -4.602 -7.852
H -2.935 -1.932 -4.391
H 11.410 2.110 0.493
H 12.578 3.084 2.710
H -3.681 -3.562 -4.373
H -0.736 0.706 8.357
H 6.650 3.591 2.750
H 1.490 2.269 -0.213
H 1.170 3.298 1.222
H -5.085 -6.840 3.506
H -3.656 8.077 0.028
H -1.627 -6.892 -7.082
H 5.790 -1.552 -4.584
```

Properties
- HOMO: -9.31 eV
- Kohn-Sham gap: 9.14 eV

Results of the Löwdin charge analysis, in e, for atoms 1 through 99: 0.67 0.63 0.66 0.62 0.65 0.62 0.62 0.65 0.63 0.65 0.62 0.63 -0.23 -0.19 0.05 -0.23 -0.18 -0.22 -0.18 -0.26 -0.19 0.16 -0.18 -0.22 -0.18 -0.18 -0.22 -0.19 -0.21 -0.21 -0.21 -0.20 -0.24 -0.23 -0.18 -0.17 -0.23 -0.22 -0.18 -0.28 -0.21 -0.23 -0.19 -0.18 -0.20 -0.19 -0.23 -0.19 -0.23 -0.19 -0.01 -0.20 -0.24 -0.22 -0.18 -0.18 -0.18 -0.22 -0.21 -0.18 -0.22 -0.27 -0.18 -0.19 0.01 0.04 0.03 -0.18 -0.17 -0.16 -0.16 -0.17 -0.16 -0.17 -0.15 -0.17 -0.17 -0.47 -0.17 -0.12 -0.15 -0.17 -0.16 -0.16 -0.20 -0.15 -0.17 -0.17 -0.07 0.01 -0.17 0.04 -0.45 -0.17 0.00 -0.16 -0.17 -0.18 -0.17



A cluster of 6 separate species, C38H72BFN2O15PS5 in total at a distorted geometry, computed with ωB97M-V with the def2-TZVPD basis set.

XYZ file:
```
135
C38H72BFN2O15PS5 ωB97M-V with the def2-TZVPD basis set
S 13.411 -5.580 7.304
S 9.199 -3.925 4.496
S -5.955 0.022 -3.152
S -9.301 0.786 -8.055
S -11.820 5.171 -10.578
P 1.590 2.276 1.291
F 5.915 -2.316 1.702
O 14.420 -5.692 6.278
O 3.619 0.390 1.590
O 3.581 4.321 3.869
O 2.737 -0.953 3.229
O 3.065 -1.905 -0.284
O -5.303 -0.773 -2.140
O -9.158 -0.650 -7.987
O -11.149 3.893 -10.644
O -8.178 1.658 -8.302
O 9.928 -2.679 4.427
O 12.283 -6.478 7.373
O -6.160 1.441 -2.997
O 8.158 -4.152 5.468
O -13.070 5.414 -11.254
O 4.763 -1.355 -1.330
N -4.227 0.631 2.742
N 4.262 -2.317 -0.845
C 14.204 -5.534 8.911
C -11.870 1.172 -8.370
C -10.906 7.560 -10.016
C -11.046 6.854 -8.664
C -11.992 5.666 -8.864
C 2.702 1.188 2.360
C 6.848 -0.516 4.453
C 0.983 3.803 2.205
C -5.150 -0.281 -4.717
C 5.652 -1.460 3.956
C -5.459 1.243 2.967
C -10.667 6.455 -11.038
C 2.365 2.687 -0.367
C 1.740 -0.001 2.862
C 5.298 -1.212 2.443
C -11.509 1.902 -7.073
C -10.170 1.342 -6.588
C -4.106 -0.086 1.573
C 14.013 -4.109 9.441
C 9.362 -5.542 2.389
C 12.726 -3.556 8.818
C -7.379 -1.212 -5.034
C -0.711 0.828 3.367
C 0.660 0.320 3.970
C -5.894 -1.477 -5.299
C 3.063 -2.210 1.153
C 3.610 1.868 3.472
C 9.816 -6.317 3.631
C 4.172 3.281 3.052
C -6.263 0.890 1.809
C 12.801 -3.901 7.336
C 8.561 -4.328 2.871
C -1.970 -0.029 3.797
C -7.511 -0.758 -3.577
C -3.236 0.911 3.821
C -10.602 1.173 -9.214
C -5.412 0.051 0.927
C 10.366 -5.272 4.593
B 3.704 -1.014 2.114
H -11.830 8.095 -10.251
H 5.278 3.297 3.289
H -10.067 6.495 -8.338
H -7.658 -1.605 -2.906
H -7.311 1.218 1.627
H -3.203 -0.625 1.234
H 7.696 -1.130 4.885
H 8.688 -3.472 2.211
H 11.837 -3.846 6.832
H 4.486 1.248 3.767
H 1.412 4.774 1.859
H -0.141 3.775 2.155
H 10.565 -7.071 3.388
H 7.279 0.097 3.622
H 11.858 -4.042 9.272
H 12.631 -2.481 8.974
H 5.992 -2.530 4.053
H 1.225 3.644 3.294
H -11.420 7.529 -7.893
H 3.562 -3.202 1.337
H -12.283 1.784 -6.314
H -4.090 -0.470 -4.557
H 2.973 2.048 4.384
H 11.335 -4.898 4.255
H 10.439 -5.627 5.620
H -10.853 6.770 -12.063
H -2.938 1.990 3.681
H 5.852 -0.296 2.090
H 10.240 -5.205 1.830
H 2.009 3.705 -0.693
H -3.770 0.888 4.811
H 4.800 -1.326 4.664
H -10.617 0.435 -10.015
H -11.729 4.829 -8.220
H -5.753 1.875 3.823
H -10.402 2.165 -9.622
H 13.530 -3.272 6.822
H -2.054 -0.884 3.084
H 0.525 -0.525 4.696
H 8.767 -6.164 1.719
H 3.474 2.568 -0.418
H -5.586 -2.394 -4.789
H 13.712 -6.268 9.550
H 1.100 1.166 4.576
H -9.660 6.046 -10.947
H 3.784 5.185 3.472
H 15.257 -5.785 8.800
H -12.697 1.656 -8.892
H 6.423 0.193 5.206
H 14.860 -3.487 9.138
H 4.081 3.470 1.953
H 1.204 -0.322 1.925
H -1.815 -0.462 4.824
H -10.090 8.284 -10.011
H 7.501 -4.562 2.973
H -11.409 2.971 -7.274
H -9.574 2.101 -6.082
H 1.980 -2.361 1.435
H -0.631 0.791 2.252
H -7.731 -0.419 -5.700
H -5.284 0.606 -5.338
H -0.808 1.913 3.650
H -13.031 5.949 -8.698
H -5.702 -0.377 -0.060
H 1.927 1.972 -1.115
H -5.689 -1.597 -6.363
H -12.169 0.144 -8.144
H -8.320 -0.040 -3.449
H -10.309 0.482 -5.933
H -7.988 -2.096 -5.228
H 13.972 -4.097 10.531
H 8.959 -6.826 4.082
```

Properties
- Charge: -1
- HOMO: -4.31 eV
- Kohn-Sham gap: 5.52 eV

Results of the Löwdin charge analysis, in e, for atoms 1 through 99: 0.66 0.65 0.67 0.66 0.68 0.98 -0.12 -0.33 -0.05 -0.12 -0.02 -0.15 -0.33 -0.33 -0.33 -0.32 -0.34 -0.32 -0.32 -0.32 -0.31 0.02 -0.17 -0.05 -0.23 -0.21 -0.22 -0.21 -0.21 -0.50 -0.10 -0.30 -0.23 -0.17 -0.11 -0.23 -0.31 -0.31 -0.15 -0.21 -0.22 -0.06 -0.22 -0.21 -0.22 -0.22 -0.22 -0.11 -0.21 -0.06 -0.08 -0.22 -0.24 -0.10 -0.22 -0.22 -0.16 -0.22 -0.14 -0.23 -0.08 -0.25 -0.78 0.12 0.11 0.12 0.11 0.08 0.12 0.05 0.11 0.10 0.11 0.03 0.02 0.11 0.07 0.12 0.12 0.10 0.03 0.12 0.11 0.12 0.11 0.11 0.11 0.09 0.11 0.12 0.13 0.12 0.03 0.12 0.10 0.11 0.08 0.11 0.07